Formula: C37H33AgN8P2SSe3
Source: the Open Molecules 2025 dataset
Level of theory: the ωB97M-V functional and the def2-TZVPD basis

DFT total energy	-280280.372	eV
energy above the lowest of the compared OMol25 structures with the same formula, charge and spin	8.8	kJ/mol
E_HOMO	-0.079	Ha
net charge	-2

Cartesian coordinates (Å):
Ag  2.13217  -1.44329  3.42467
C  6.00438  -0.62779  -1.19097
C  4.49049  -0.81007  -1.22780
N  3.78825  0.17521  -0.44093
C  3.50277  0.05762  0.89053
S  4.12680  -1.28753  1.76553
N  2.79443  1.08071  1.35654
N  2.36460  0.91559  2.62563
C  2.01532  1.94776  3.29631
C  2.12233  3.35889  2.79124
C  1.45506  1.70709  4.64679
C  0.92716  2.75896  5.40043
C  0.39207  2.49497  6.64919
C  0.39651  1.19494  7.12522
C  0.94146  0.20847  6.31254
N  1.45491  0.45531  5.11648
H  6.49943  -1.38986  -1.80016
H  6.35890  -0.71903  -0.16417
H  6.28261  0.35744  -1.57221
H  4.24016  -1.80926  -0.86229
H  4.12469  -0.71364  -2.25276
H  3.19712  0.82914  -0.93413
H  2.66240  3.35648  1.84755
H  2.65468  3.99244  3.50654
H  1.12760  3.78638  2.63233
H  0.91378  3.76236  4.99933
H  -0.03284  3.29902  7.23961
H  -0.01347  0.93670  8.09234
H  0.96573  -0.82726  6.63317
Se  1.42841  0.79312  -3.16576
P  0.14799  -0.74321  -2.46397
C  0.59765  -2.33400  -3.23560
C  -0.23570  -2.96754  -4.14851
C  0.17307  -4.13955  -4.77631
C  1.41468  -4.68184  -4.49216
C  2.25250  -4.04838  -3.58083
C  1.85057  -2.88067  -2.95868
C  -1.56892  -0.48683  -3.02008
C  -1.85608  0.41973  -4.03370
C  -3.16366  0.58927  -4.46379
C  -4.18988  -0.14059  -3.87681
C  -3.90564  -1.05345  -2.87085
C  -2.59546  -1.23134  -2.44963
C  0.07817  -1.09196  -0.70923
C  -0.42969  -0.47922  0.45108
N  -0.11961  -1.28624  1.48254
N  0.54215  -2.32561  1.00015
N  0.67463  -2.23625  -0.30725
P  -1.52620  0.89589  0.76314
Se  -1.51183  1.78751  2.67296
C  -1.14485  2.10590  -0.53503
C  -1.94810  2.38441  -1.63333
C  -1.58488  3.38939  -2.52139
C  -0.41924  4.10981  -2.31760
C  0.40161  3.81023  -1.23766
C  0.04650  2.81038  -0.35121
C  -3.20073  0.22584  0.48694
C  -3.42597  -1.13056  0.70522
C  -4.71468  -1.64303  0.65180
C  -5.78664  -0.80818  0.37118
C  -5.56933  0.54957  0.17274
C  -4.28579  1.06684  0.25099
H  -1.20888  -2.55447  -4.37927
H  -0.48660  -4.62541  -5.48521
H  1.73150  -5.59842  -4.97549
H  3.22088  -4.47101  -3.34442
H  2.49702  -2.39793  -2.24124
H  -1.04537  1.00446  -4.45230
H  -3.38443  1.30454  -5.24713
H  -5.21407  0.00709  -4.19852
H  -4.70167  -1.61294  -2.39682
H  -2.36624  -1.94269  -1.66654
H  -2.84634  1.80946  -1.81770
H  -2.21131  3.59445  -3.38169
H  -0.13473  4.88788  -3.01611
H  1.33601  4.33893  -1.09621
H  0.70615  2.55198  0.47142
H  -2.58905  -1.77878  0.93853
H  -4.87795  -2.69786  0.83599
H  -6.79201  -1.20988  0.32471
H  -6.40464  1.21110  -0.02330
H  -4.12694  2.13353  0.15442
Se  1.29139  -4.04041  7.85835
C  1.55581  -3.32747  6.21007
N  1.73691  -2.86337  5.16254